14 unconnected molecules or ions with the total composition C33H73N7O17S5 at a distorted geometry, computed with the ωB97M-V functional and the def2-TZVPD basis.

The geometry in XYZ format:
```
135
C33H73N7O17S5 the ωB97M-V functional and the def2-TZVPD basis
H -5.59 2.42 -3.52
H -5.40 0.64 -3.63
H -0.86 -5.95 -5.31
C 1.14 -5.78 5.16
H 1.18 -1.75 -5.44
S -6.31 0.85 4.48
H -2.26 1.94 -0.05
H -4.99 -1.13 3.86
H 6.74 3.97 0.00
C -4.46 -5.40 -0.29
H 1.33 -6.69 5.72
O 7.55 -2.43 1.90
C 2.28 -6.86 -4.00
H -2.70 -5.49 -1.47
H 1.46 1.81 2.15
C -9.74 1.01 3.35
C 2.41 -5.70 -3.00
H 1.65 -5.72 4.20
C 0.30 -1.19 -5.13
H 6.55 0.17 5.48
H -4.17 -4.55 0.33
C -7.04 1.57 -4.66
H 1.88 9.70 1.26
S 1.40 -0.59 1.22
C -7.82 5.20 0.38
H 10.40 -3.77 2.92
S -6.78 -4.43 -1.24
H 8.20 7.34 1.28
H 10.16 -2.64 1.61
H 0.41 -5.80 -6.64
C -0.68 -0.89 -6.28
C -1.26 1.67 -0.39
C 1.02 5.30 -5.28
N 0.39 7.77 4.65
O -7.13 -4.33 0.16
C 2.11 1.20 1.53
O 0.95 -7.30 -4.11
H -9.57 1.05 2.28
H 6.59 0.14 7.24
N 2.49 6.88 0.24
S 0.47 -7.92 -5.61
H -9.04 -1.05 3.73
H -10.80 0.80 3.50
C -3.25 -6.19 -0.83
H 8.50 -4.30 1.67
H 8.41 2.44 -2.23
H 3.46 -5.45 -2.86
H 2.83 6.27 -5.95
O 0.71 -1.04 2.40
H 3.00 -7.65 -3.79
H 2.18 9.81 -0.59
N -8.40 4.55 -0.41
H -8.87 -0.06 5.06
H -1.71 -0.59 -6.07
H -8.59 -5.86 -1.74
H -0.39 0.00 -6.84
C -0.88 0.49 0.50
H 8.27 2.00 -0.51
H 1.59 -4.90 5.64
C 8.37 -3.50 2.40
H -9.56 2.01 3.76
H 2.66 -6.62 -4.99
O -0.49 -1.88 -4.19
H -7.23 -5.90 -3.02
C 9.77 -2.96 2.58
O -0.44 -8.97 -5.44
O -7.48 0.23 3.50
H -5.17 -5.96 0.33
H -5.97 5.70 1.04
H 1.98 6.97 -4.48
H -0.21 -1.78 -3.28
O -7.17 -3.38 -2.17
H 7.98 7.49 -0.44
H 6.15 -1.38 6.41
H 3.54 9.86 0.55
C -0.28 -5.56 5.05
O 8.66 4.47 1.56
N -1.43 -5.38 5.00
H 6.86 1.83 -1.43
C 2.54 8.03 0.34
C 2.52 9.49 0.40
H -0.86 0.83 1.54
C -0.33 -6.43 -6.14
H -2.36 6.89 3.37
H -0.66 -1.68 -7.03
H -0.59 2.48 -0.12
H -7.21 5.62 2.35
C -8.82 -0.01 3.97
O 8.56 4.63 -0.93
C -7.53 -5.94 -1.98
C 2.24 6.08 -5.05
H -6.97 -6.79 -1.57
H -2.67 -6.57 0.01
H -1.15 5.94 2.56
H -1.10 -6.62 -6.89
O -5.52 1.72 3.65
S 9.01 5.37 0.47
N 3.69 0.66 6.70
C 4.74 0.22 6.54
H 2.06 -6.04 -2.02
C 7.34 3.89 -0.91
C -1.44 6.32 3.54
H -1.76 -0.16 0.50
C -6.99 5.97 1.35
H 0.57 -0.29 -4.58
C -0.37 7.11 4.16
O -6.83 1.40 5.69
C -5.31 -0.72 4.81
N 0.03 4.71 -5.45
H 6.69 -2.80 1.68
O 1.64 -8.17 -6.44
H -6.62 1.17 -2.59
C 7.76 2.45 -1.36
H -3.53 -6.99 -1.52
H -7.03 7.05 1.23
H -4.50 -0.43 5.48
O 10.39 5.90 0.25
C 6.10 -0.29 6.36
C -6.11 1.46 -3.51
H -1.52 5.42 4.15
N -7.67 1.68 -5.62
H -5.86 -1.48 5.35
H 2.88 5.44 -4.43
H 3.13 1.12 1.90
H 6.74 4.35 -1.69
H 9.77 -2.09 3.25
H 2.18 1.68 0.55
H 6.78 6.50 0.56
H 1.87 -4.78 -3.22
O 0.27 -0.20 0.07
C 7.81 6.83 0.41
O -5.17 -4.89 -1.43
H -1.15 1.44 -1.45
O 2.50 -1.36 0.64
H 7.96 -3.99 3.28
```

As for the spin multiplicity: 1. The value obtained for the HOMO-LUMO gap is 10.145 eV.